# C11H20N2O2

A structure of composition C11H20N2O2 in a non-equilibrium geometry (ωB97M-V/def2-TZVPD, the Open Molecules 2025 dataset).

gap between HOMO and LUMO: 10.0388 eV
energy relative to the best compared isomer or geometry (same formula, charge and spin): 15.675 eV
multiplicity: 1
net charge: 0
energy: -18792.9157 eV
strongest force on any atom: 18.78 eV Å⁻¹

Geometry as XYZ:
```
35
Properties=species:S:1:pos:R:3:forces:R:3
C 4.494 -0.913 1.347 -3.7 -1.5 -4.2
C 4.456 -0.237 -0.095 -4.6 0.5 2.6
C 3.040 -0.200 -0.680 -2.1 -6.9 8.0
C 1.932 0.500 0.123 -2.6 -6.1 -3.6
C 0.518 0.339 -0.650 4.3 18.2 1.5
C -0.572 1.232 0.374 2.0 2.2 0.5
C -1.973 1.371 -0.178 4.8 6.3 -4.9
H -2.439 2.318 0.051 -0.6 -0.4 1.2
H -1.800 1.825 -1.480 -0.3 -1.6 3.3
C -2.764 0.220 -0.316 -8.6 11.5 3.9
N -2.313 -0.683 -0.969 6.6 -16.3 -6.6
C -2.176 -1.861 -0.292 3.8 -6.8 2.1
O -1.612 -3.220 -0.589 -3.7 8.7 1.2
N -2.480 -1.470 1.122 1.8 -7.4 -2.0
C -2.956 -0.286 0.995 -4.6 3.4 12.6
O -3.444 0.282 2.208 2.3 -1.9 -7.2
H -2.443 -2.339 1.934 -0.4 4.0 -3.0
H -2.062 -0.943 -1.885 0.0 1.5 -1.9
C -4.086 0.728 -0.918 -3.3 -8.3 11.9
H -4.839 -0.225 -0.797 1.7 1.8 -1.1
H -4.718 1.329 -0.281 0.7 0.6 1.2
H -4.223 1.153 -1.690 -0.3 4.9 -11.1
H -0.106 2.430 0.546 -1.2 -3.6 -0.8
H -0.711 0.907 1.477 0.8 -0.1 -1.7
H 0.558 1.114 -1.744 -0.3 -3.2 3.2
H 0.253 -0.498 -0.606 -3.9 -12.8 -0.6
H 2.241 1.379 0.223 1.8 8.3 0.0
H 1.833 0.294 1.129 -0.4 -1.8 2.1
H 2.816 0.045 -1.570 -0.3 2.0 -7.0
H 2.586 -1.370 -0.612 1.4 2.4 -0.6
H 4.988 -0.599 -0.853 3.0 -2.1 -2.4
H 4.577 0.792 -0.130 1.5 2.3 0.9
H 3.894 -0.359 2.044 0.1 0.1 0.4
H 5.463 -1.044 1.554 3.7 -0.2 1.6
H 4.067 -2.010 1.207 0.6 2.2 0.4
```
Positions in Å, forces in eV/Å.